Run i
Molecular formula: C6H14O2
Method: DFT, the ωB97M-V functional and the def2-TZVPD basis

SMILES ... C=C(C)CCCO.O

Structure (ORCA input):
```
! wB97M-V def2-TZVPD RIJCOSX def2/J DEFGRID3
* xyz 0 1
C 1.536 1.486 0.707
C 1.435 0.184 0.475
C 2.649 -0.663 0.377
C 0.124 -0.407 0.654
C -0.690 -1.005 -0.538
C -1.013 0.157 -1.540
O -2.027 0.946 -1.009
H 0.686 2.152 1.011
H 2.304 2.262 0.672
H 3.687 -0.314 0.371
H 2.725 -1.590 0.948
H 2.756 -1.264 -0.660
H 0.059 -1.283 1.397
H -0.590 0.392 1.012
H 0.053 -1.717 -1.169
H -1.390 -1.769 -0.383
H -1.408 -0.180 -2.513
H -0.099 0.691 -1.717
H -1.575 1.768 -0.701
O -3.054 -0.333 1.155
H -3.690 0.452 1.066
H -2.479 0.038 0.385
*
```

Run ii
Molecular formula: C6H14O2
Method: DFT, the ωB97M-V functional and the def2-TZVPD basis

SMILES ... COC(C)C.CC=O

Structure (ORCA input):
```
! wB97M-V def2-TZVPD RIJCOSX def2/J DEFGRID3
* xyz 0 1
C 1.739 -0.318 -0.684
O 0.364 -0.043 -0.802
C 0.023 1.327 -0.670
C -1.457 1.441 -1.025
C 0.288 1.894 0.727
H 2.336 0.413 -1.243
H 2.059 -0.321 0.364
H 1.897 -1.310 -1.107
H 0.618 1.909 -1.399
H -1.770 2.477 -0.994
H -2.048 0.871 -0.316
H -1.639 1.047 -2.022
H 1.341 1.817 0.979
H -0.001 2.938 0.759
H -0.286 1.346 1.467
C -0.517 -2.740 0.477
C -0.431 -1.532 1.350
O 0.514 -1.200 2.010
H -1.364 -3.345 0.782
H -0.691 -2.403 -0.543
H 0.396 -3.327 0.524
H -1.371 -0.943 1.367
*
```

What are the relative energies? In hartree: run i 0.0737; run ii 0.0000.